(1)
Computed, not measured: a molecular structure, C47H52ClIIrN3O2PS, with the ωB97M-V functional and the def2-TZVPD basis.

```
109
Properties=species:S:1:pos:R:3
Ir -0.403 0.375 0.280
C 0.597 1.347 -4.352
C 1.679 1.402 -3.316
N 2.798 2.036 -3.644
C 3.818 2.038 -2.793
C 3.808 1.397 -1.566
C 5.024 1.448 -0.669
O 5.522 0.151 -0.356
C 2.622 0.753 -1.178
C 2.644 0.101 0.143
N 1.690 0.113 0.993
C 1.902 -0.452 2.301
C 3.148 -0.923 2.726
C 3.315 -1.477 3.981
C 2.243 -1.571 4.859
C 1.006 -1.089 4.473
C 0.847 -0.534 3.211
I -1.042 0.242 2.756
C 1.553 0.791 -2.063
O 0.343 0.132 -1.786
H 0.670 2.226 -4.987
H -0.397 1.286 -3.915
H 0.737 0.472 -4.992
H 4.704 2.575 -3.115
H 4.771 1.924 0.281
H 5.791 2.065 -1.138
H 6.197 -0.099 -0.996
H 3.601 -0.347 0.383
H 4.018 -0.848 2.088
H 4.293 -1.828 4.278
H 2.371 -2.006 5.841
H 0.165 -1.149 5.152
N -0.496 -1.764 0.344
S 0.639 -2.870 0.571
C 0.241 -4.218 -0.521
C -1.012 -4.819 -0.476
C -1.308 -5.815 -1.389
C -0.354 -6.209 -2.322
C 0.895 -5.608 -2.353
C 1.199 -4.597 -1.449
C 0.423 -3.642 2.166
C -0.756 -3.512 2.879
C -0.855 -4.117 4.125
C 0.217 -4.836 4.636
C 1.394 -4.956 3.908
C 1.506 -4.352 2.666
H -1.421 -2.167 0.241
H -1.743 -4.528 0.269
H -2.278 -6.294 -1.367
H -0.588 -6.997 -3.026
H 1.635 -5.927 -3.074
H 2.172 -4.121 -1.460
H -1.584 -2.936 2.484
H -1.772 -4.031 4.693
H 0.134 -5.308 5.606
H 2.227 -5.518 4.310
H 2.424 -4.434 2.096
C -0.338 4.022 -2.120
C -1.513 3.482 -1.301
C -2.524 4.614 -1.077
C -2.215 2.390 -2.116
P -0.936 2.702 0.320
C -2.506 2.747 1.285
C -2.855 3.729 2.210
C -4.085 3.698 2.854
C -4.997 2.691 2.582
C -4.670 1.705 1.662
C -3.437 1.732 1.028
C 0.315 3.817 1.176
C -0.010 5.318 1.138
C 1.685 3.621 0.514
C 0.483 3.354 2.631
H -0.700 4.276 -3.118
H 0.460 3.294 -2.232
H 0.085 4.928 -1.693
H -2.821 4.992 -2.058
H -2.111 5.450 -0.518
H -3.425 4.268 -0.572
H -2.455 2.792 -3.103
H -3.153 2.080 -1.658
H -1.583 1.515 -2.257
H -2.178 4.533 2.451
H -4.328 4.471 3.571
H -5.956 2.674 3.082
H -5.374 0.915 1.436
H -3.194 0.944 0.324
H 0.063 5.725 0.134
H 0.735 5.834 1.747
H -0.988 5.580 1.533
H 1.704 3.886 -0.541
H 2.019 2.593 0.627
H 2.403 4.264 1.030
H -0.436 3.376 3.211
H 1.200 4.018 3.118
H 0.896 2.344 2.675
Cl -4.790 -3.765 -4.136
C -3.330 -2.977 -3.659
C -3.372 -1.978 -2.698
C -2.194 -1.367 -2.298
C -0.974 -1.734 -2.856
C 0.362 -1.191 -2.434
C -0.963 -2.706 -3.851
C -2.129 -3.337 -4.248
H -4.323 -1.683 -2.274
H -2.245 -0.578 -1.560
H 0.995 -1.077 -3.313
H 0.871 -1.867 -1.746
H -0.026 -2.986 -4.320
H -2.114 -4.098 -5.016
```

Its orbital gap (alpha / beta) is 7.35 / 7.49 eV. As for the charge: +2. The spin multiplicity is 2. The calculation puts the relative energy (zero: lowest compared OMol25 entry of this formula, charge and spin) at 0.0000 eV. The expectation value of S² is 0.75. The calculation puts the max |F| at 0.005 hartree/bohr.


(2)
Computed, not measured: a molecular structure, C47H53AsClN2O7PS6Ta, with the ωB97M-V functional and the def2-TZVPD basis.

```
119
Properties=species:S:1:pos:R:3
Ta -1.170 0.816 0.019
S -3.320 -0.678 0.405
S -3.957 -0.255 2.304
S -4.589 1.662 2.000
S -2.839 2.436 1.224
O -0.551 -0.579 -3.404
S -1.273 -1.382 -2.451
O -2.698 -1.487 -2.614
O -0.941 -0.958 -1.029
C -0.627 -3.041 -2.567
C -1.485 -3.955 -3.176
C -1.049 -5.243 -3.442
C 0.246 -5.618 -3.108
C 1.083 -4.701 -2.496
C 0.662 -3.402 -2.205
P 1.804 -2.190 -1.425
C 3.262 -2.457 -2.499
C 4.431 -3.111 -2.130
C 5.499 -3.196 -3.016
C 5.405 -2.632 -4.279
C 4.238 -1.976 -4.654
C 3.180 -1.881 -3.767
C 2.279 -3.014 0.131
C 3.244 -2.346 0.893
C 3.596 -2.800 2.151
C 2.967 -3.917 2.689
C 1.993 -4.573 1.955
C 1.655 -4.127 0.684
H -2.489 -3.647 -3.427
H -1.721 -5.948 -3.912
H 0.602 -6.617 -3.320
H 2.097 -4.989 -2.242
H 4.514 -3.562 -1.149
H 6.405 -3.707 -2.715
H 6.239 -2.697 -4.966
H 4.158 -1.522 -5.634
H 2.282 -1.343 -4.050
H 3.715 -1.454 0.493
H 4.346 -2.269 2.723
H 3.224 -4.262 3.682
H 1.477 -5.426 2.376
H 0.879 -4.643 0.134
Cl -2.449 -5.704 3.867
C -1.888 -4.182 3.207
C -1.494 -4.118 1.881
C -1.043 -2.915 1.369
C -0.978 -1.763 2.153
C -0.437 -0.480 1.630
C -1.369 -1.871 3.486
C -1.830 -3.066 4.020
H -1.545 -5.001 1.258
H -0.747 -2.865 0.330
H 0.506 -0.719 1.125
H -0.216 0.204 2.447
H -1.312 -0.992 4.117
H -2.136 -3.135 5.055
C -3.157 1.278 -3.889
As -3.092 1.709 -1.985
C -4.945 1.314 -1.617
C -3.166 3.644 -2.075
H -3.747 2.063 -4.370
H -3.652 0.316 -3.999
H -2.176 1.209 -4.342
H -5.535 1.851 -2.363
H -5.203 1.631 -0.609
H -5.103 0.241 -1.697
H -4.056 3.898 -2.655
H -2.281 4.034 -2.568
H -3.229 4.052 -1.071
C -1.023 -0.399 7.161
C -1.096 0.961 6.526
C -2.067 1.249 5.570
C -2.160 2.507 5.003
C -1.267 3.497 5.393
C -0.284 3.232 6.334
C -0.205 1.966 6.894
S -1.384 5.093 4.639
O -0.373 5.925 5.231
O -2.764 5.472 4.630
N -0.964 4.866 3.080
C 0.424 4.483 2.804
C 0.613 4.362 1.301
C -0.087 3.154 0.767
O 0.025 2.047 1.377
O -0.786 3.170 -0.271
H -1.561 -1.139 6.570
H -1.468 -0.385 8.158
H 0.010 -0.735 7.265
H -2.758 0.477 5.252
H -2.925 2.703 4.264
H 0.409 4.013 6.615
H 0.563 1.753 7.628
H -1.653 4.267 2.619
H 0.679 3.530 3.280
H 1.072 5.257 3.212
H 1.675 4.237 1.071
H 0.251 5.246 0.777
C -0.287 3.638 -5.184
N 0.616 2.741 -4.501
C 0.920 1.569 -5.298
C 0.155 2.420 -3.159
C 1.209 1.853 -2.250
C 2.537 2.060 -2.619
C 3.584 1.668 -1.808
C 3.283 1.093 -0.590
C 1.958 0.881 -0.233
C 0.854 1.214 -1.044
H 0.113 3.888 -6.170
H -0.396 4.564 -4.618
H -1.293 3.209 -5.335
H 1.581 1.836 -6.126
H 0.024 1.089 -5.720
H 1.419 0.828 -4.676
H -0.676 1.709 -3.165
H -0.215 3.344 -2.710
H 2.732 2.551 -3.565
H 4.610 1.829 -2.115
H 4.075 0.803 0.094
H 1.807 0.462 0.750
```

Its orbital gap is 7.14 eV. As for the charge: -1. The calculation puts the relative energy (zero: lowest compared OMol25 entry of this formula, charge and spin) at 0.0000 eV. The calculation puts the max |F| at 0.029 hartree/bohr.


The highest charge belongs to which entry? C47H52ClIIrN3O2PS